98
Properties=species:S:1:pos:R:3:forces:R:3:lowdin_spin:R:1 method="wB97M-V/def2-TZVPD" orbital_gap_ev="1.868 / 5.054" multiplicity=2 de_lowest_kj_mol=133.68 total_charge=-2
Cs -0.24945 0.13661 -0.78241 0.36 0.03 0.28 0.023
O -2.15190 -1.36156 -2.20072 -0.24 0.02 -0.32 0.000
N -1.34488 -1.54816 -3.20360 0.01 -0.09 -0.21 0.000
C -0.77623 -2.77523 -3.32852 -0.12 0.01 0.00 0.000
C 0.05977 -3.10567 -4.36237 0.03 0.07 -0.02 0.000
C 0.37241 -2.12392 -5.30251 -0.01 -0.01 0.04 0.000
C -0.18109 -0.87343 -5.16003 0.04 -0.08 0.01 0.000
C -1.05980 -0.53707 -4.11121 -0.11 -0.06 0.06 0.000
S -1.76398 1.02193 -3.96622 0.03 -0.03 0.03 0.000
H -1.04220 -3.44189 -2.52182 0.00 -0.01 -0.01 0.000
H 0.48913 -4.09691 -4.39569 0.00 0.00 0.00 0.000
H 1.05796 -2.33069 -6.11557 0.00 0.00 0.00 0.000
H 0.04142 -0.08316 -5.86398 0.01 0.00 0.00 0.000
N 1.25710 0.23709 2.08135 0.01 -0.10 0.04 0.000
C 1.12368 1.10179 3.24893 0.00 0.10 -0.05 0.000
C 1.47126 0.40644 4.57144 0.00 0.00 0.01 0.004
C 1.33373 1.30868 5.80063 0.02 -0.01 -0.01 0.010
C 2.54454 2.19337 6.09585 -0.02 -0.05 -0.01 0.025
N 3.70132 1.41884 6.53241 0.03 0.03 0.02 0.042
C 4.92041 1.42871 5.98830 -0.04 -0.01 -0.08 0.197
N 5.11660 1.84310 4.74616 0.01 0.02 0.06 0.015
N 5.95740 1.00719 6.73126 0.02 0.06 0.04 0.210
C 2.04469 2.32352 3.06170 -0.08 -0.02 -0.02 0.000
O 3.25895 2.03380 2.83816 0.06 0.02 0.02 0.005
O 1.55837 3.45697 3.19773 0.03 0.00 0.02 0.000
H 0.85857 -0.68313 2.24846 0.05 -0.02 -0.03 0.000
H 2.24674 0.09976 1.89679 0.00 0.03 0.00 0.000
H 0.09644 1.47386 3.29866 0.00 -0.01 0.02 0.000
H 2.49017 0.01241 4.50083 0.00 0.00 0.00 0.004
H 0.80903 -0.45858 4.68137 0.00 0.00 0.00 0.000
H 1.13942 0.69830 6.68807 0.00 0.01 0.01 0.008
H 0.46938 1.96762 5.67277 0.00 0.00 0.00 0.001
H 2.29371 2.89507 6.89713 0.01 0.00 0.01 0.013
H 2.81828 2.79601 5.23474 0.00 0.00 0.01 0.001
H 3.66523 1.00566 7.45945 -0.01 -0.01 0.00 0.111
H 4.35220 1.95632 4.03632 -0.03 0.00 -0.03 0.001
H 6.07150 1.88334 4.43228 0.00 -0.03 -0.01 0.036
H 5.76933 0.65105 7.67589 0.01 -0.02 -0.01 0.173
H 6.76852 0.61802 6.25494 0.00 -0.02 0.01 0.117
S 3.37533 -3.88632 -2.95188 -0.01 0.02 0.02 0.000
C 3.71971 -2.40893 -3.77681 0.04 -0.07 -0.03 0.000
C 4.56083 -2.18297 -4.86072 -0.01 0.07 0.00 0.000
C 4.65614 -0.89488 -5.35905 -0.02 -0.04 0.03 0.000
C 3.92518 0.14615 -4.77773 0.02 0.01 -0.05 0.000
C 3.09106 -0.08251 -3.70053 0.00 0.02 0.00 0.000
C 2.97606 -1.37588 -3.19002 -0.01 0.01 -0.02 0.000
N 2.15999 -1.75005 -2.14120 0.00 0.02 0.06 0.000
C 2.23566 -3.01529 -1.89007 -0.03 -0.06 0.03 0.000
C 1.46010 -3.77757 -0.88705 -0.01 0.05 0.01 0.000
C 1.60702 -5.17594 -0.88340 0.02 0.03 -0.03 0.000
C 0.87785 -5.95061 -0.00408 -0.03 -0.01 0.03 0.000
C -0.00014 -5.31269 0.87172 0.01 -0.03 -0.01 0.000
C -0.12038 -3.93096 0.84769 0.01 0.03 0.00 0.000
C 0.59176 -3.07435 -0.02049 0.05 0.13 -0.03 0.000
H 5.12455 -2.99517 -5.30281 0.00 0.00 -0.01 0.000
H 5.30207 -0.68827 -6.20369 0.00 -0.01 0.00 0.000
H 4.01508 1.14457 -5.18558 -0.01 -0.01 0.00 0.000
H 2.51800 0.72053 -3.25270 -0.01 0.00 0.02 0.000
H 2.28558 -5.67471 -1.57112 0.00 0.00 0.00 0.000
H 0.98501 -7.02938 -0.00046 0.00 0.00 0.00 0.000
H -0.58933 -5.90538 1.56738 0.00 0.00 0.01 0.000
H -0.82716 -3.49075 1.55237 0.00 0.00 0.00 0.000
Cl 1.48871 9.34336 -8.58743 0.00 0.00 0.00 0.000
C 1.27678 8.25520 -7.24201 -0.02 -0.01 0.00 0.000
C 0.42187 7.17351 -7.36384 0.01 0.01 0.00 0.000
C 0.27487 6.31144 -6.28986 0.02 0.01 0.01 0.000
C 0.95980 6.51094 -5.09483 -0.01 0.00 -0.02 0.000
C 0.78191 5.54590 -3.94427 0.00 0.04 -0.02 0.000
C -0.19943 6.07541 -2.89568 0.06 0.03 0.07 0.000
N -0.15866 5.24347 -1.71605 0.05 -0.01 -0.03 0.000
C 0.67958 5.42810 -0.63195 -0.02 -0.02 0.00 0.000
C 0.61257 4.28040 0.09926 0.01 0.00 -0.01 0.000
N -0.22611 3.38232 -0.52612 -0.06 0.04 0.10 0.000
C -0.66143 3.98408 -1.60271 -0.03 -0.03 -0.02 0.000
O 0.28051 4.31568 -4.41030 -0.04 -0.02 0.05 0.000
C 1.16922 3.21189 -4.22483 -0.03 -0.03 -0.03 0.000
C 2.37546 3.37218 -5.09665 0.02 -0.04 0.02 0.000
C 3.62262 3.72149 -4.67684 0.00 0.01 0.01 0.000
Cl 4.14151 3.95917 -3.05722 -0.01 0.00 -0.02 0.000
S 4.74302 3.89412 -5.96876 0.00 0.00 0.00 0.000
C 3.52853 3.49628 -7.11595 0.00 -0.01 0.01 0.000
C 2.33700 3.24401 -6.51944 0.02 0.01 -0.01 0.000
C 1.80203 7.61395 -5.01377 0.00 0.00 -0.01 0.000
Cl 2.70164 7.91894 -3.55449 0.01 0.00 0.00 0.000
C 1.97579 8.49050 -6.07369 0.00 0.00 0.01 0.000
H -0.11141 7.00594 -8.28900 0.00 0.00 0.00 0.000
H -0.36543 5.44321 -6.36820 0.00 0.00 0.00 0.000
H 1.74774 5.40959 -3.44783 -0.01 -0.01 -0.01 0.000
H -1.20643 6.07611 -3.31626 0.01 -0.02 -0.02 0.000
H 0.06402 7.09497 -2.61156 -0.04 0.01 0.00 0.000
H 1.21855 6.34911 -0.48591 -0.01 0.00 0.00 0.000
H 1.08854 4.05166 1.04247 -0.01 0.01 0.00 0.000
H -1.31074 3.54582 -2.34725 0.00 0.01 0.00 0.000
H 0.57561 2.33236 -4.48493 0.04 -0.02 0.00 0.000
H 1.45354 3.13218 -3.17138 0.00 0.01 0.01 0.000
H 3.77075 3.45974 -8.16556 -0.01 0.00 0.00 0.000
H 1.43980 2.96356 -7.05375 0.00 0.00 0.00 0.000
H 2.64878 9.33093 -5.98680 0.00 0.00 0.00 0.000



97
Properties=species:S:1:pos:R:3:forces:R:3:lowdin_spin:R:1 method="wB97M-V/def2-TZVPD" orbital_gap_ev="5.058 / 4.788" multiplicity=2 de_lowest_kj_mol=103.30
Cr -2.62476 -1.80831 -0.04351 -1.62 0.16 0.06 1.003
C -1.62338 -3.27569 -4.02371 0.01 -0.03 -0.07 -0.002
C -1.85360 -3.07333 -2.56455 0.09 -0.16 0.13 -0.008
N -2.73179 -2.28128 -2.06407 0.14 0.11 -0.04 -0.009
N -3.59949 -1.58599 -2.83815 -0.08 0.00 0.48 0.003
C -4.57690 -1.21738 -1.98981 -0.04 0.06 -0.52 -0.001
O -4.55915 -1.48259 -0.76691 0.13 -0.03 0.13 -0.004
C -5.74093 -0.48940 -2.56684 0.08 -0.05 0.01 -0.001
C -5.76897 -0.13447 -3.91229 -0.05 0.01 -0.05 0.000
C -6.85360 0.56235 -4.42330 0.02 -0.03 0.04 0.000
C -7.91433 0.90123 -3.59243 0.00 -0.01 0.04 0.000
C -7.88682 0.54650 -2.24943 0.04 -0.01 -0.03 0.000
C -6.79948 -0.14532 -1.73551 -0.03 0.06 0.02 0.000
C -1.17678 -3.84897 -1.52472 -0.10 0.08 -0.19 -0.003
C -0.25146 -4.84792 -1.78109 0.14 -0.15 0.04 -0.001
C 0.21050 -5.61778 -0.72332 0.02 -0.01 -0.17 -0.002
C -0.27311 -5.37995 0.54957 -0.08 0.04 0.08 -0.001
C -1.17876 -4.34716 0.73465 0.05 0.10 -0.09 -0.001
N -1.60094 -3.58543 -0.27359 0.22 -0.25 0.13 -0.005
H -2.29375 -2.62629 -4.57998 0.00 0.00 0.00 0.000
H -1.80786 -4.31092 -4.32372 -0.01 0.02 0.05 0.000
H -0.59034 -3.03551 -4.29234 -0.01 0.00 0.02 0.000
H -4.93538 -0.41067 -4.54378 -0.01 0.01 0.01 0.000
H -6.87375 0.84174 -5.46969 0.00 -0.01 0.01 0.000
H -8.76141 1.44577 -3.99142 0.00 0.00 0.00 0.000
H -8.70992 0.81667 -1.60007 0.01 0.00 -0.01 0.000
H -6.74384 -0.41722 -0.68984 -0.01 0.00 -0.01 0.000
H 0.07731 -5.02654 -2.79594 0.00 -0.02 0.02 0.000
H 0.92811 -6.41007 -0.90005 -0.01 0.02 0.00 0.000
H 0.04102 -5.96865 1.39927 0.00 0.01 -0.01 0.000
H -1.57024 -4.10368 1.71061 0.00 -0.02 0.01 0.000
F 3.87388 -1.89856 -1.06099 -0.06 0.09 0.00 0.000
C 3.10165 -0.78419 -1.01695 0.06 -0.01 -0.02 0.000
C 1.74778 -0.88693 -1.09204 0.08 -0.32 0.02 0.000
C 0.97246 0.26436 -1.08190 -0.63 0.10 0.13 0.000
C -0.48353 0.11182 -0.86849 0.27 0.00 0.08 0.001
O -0.94403 -1.02943 -0.77409 0.58 -0.04 -0.41 0.002
C -1.22573 1.31061 -0.70573 0.10 -0.05 0.07 0.000
C -0.58673 2.48903 -0.87767 -0.13 0.12 0.10 0.000
N 0.75026 2.65253 -1.07864 0.16 0.18 -0.22 0.000
C 1.16817 4.00720 -1.42027 -0.07 -0.19 0.12 0.000
C 2.40642 4.35793 -2.17187 0.07 -0.03 -0.05 0.000
C 2.24630 4.77381 -0.72194 0.03 0.07 0.00 0.000
C 1.56694 1.52915 -1.07020 0.22 0.13 0.11 0.000
C 2.96057 1.59921 -0.88278 -0.24 0.23 -0.01 0.000
C 3.71783 0.45446 -0.82103 0.19 -0.41 0.01 0.000
N 5.08916 0.53767 -0.45317 0.09 0.06 0.03 0.000
C 5.71279 -0.53824 0.30381 0.01 0.17 -0.05 0.000
C 6.87438 0.08574 1.12029 -0.02 0.14 -0.02 0.000
N 6.70209 1.57778 1.04175 -0.07 -0.15 -0.21 0.000
C 6.98127 2.05216 -0.35669 0.00 -0.05 0.12 0.000
C 6.03812 1.24388 -1.28742 0.02 -0.08 0.05 0.000
C -2.67140 1.33783 -0.22026 0.10 0.13 -0.09 0.002
O -3.20634 2.44576 -0.21255 -0.09 -0.10 0.09 0.002
O -3.13994 0.23386 0.16941 -0.01 -0.10 0.01 0.007
H 1.25878 -1.85294 -1.09498 -0.02 0.03 0.01 0.000
H -1.17864 3.39350 -0.79740 -0.03 -0.03 -0.03 0.000
H 0.29855 4.58619 -1.68753 -0.05 -0.01 0.01 0.000
H 2.31461 5.11297 -2.94015 -0.01 0.00 0.03 0.000
H 3.10608 3.57076 -2.41159 -0.03 0.06 0.00 0.000
H 2.04631 5.81402 -0.50489 0.01 -0.02 0.00 0.000
H 2.82946 4.27128 0.03654 -0.01 -0.01 -0.02 0.000
H 3.44650 2.54208 -0.67820 -0.01 -0.08 0.00 0.000
H 6.11586 -1.32844 -0.33217 -0.01 -0.06 -0.01 0.000
H 4.97663 -0.97953 0.97008 -0.05 0.00 0.01 0.000
H 7.84883 -0.14343 0.69630 0.04 0.02 0.03 0.000
H 6.86075 -0.20544 2.16663 -0.03 -0.04 0.02 0.000
H 7.22870 2.08541 1.74802 0.09 -0.03 -0.03 0.000
H 5.69396 1.73094 1.16961 -0.03 0.08 0.12 0.000
H 8.03098 1.86320 -0.56518 0.04 0.05 0.03 0.000
H 6.79371 3.12305 -0.38163 -0.04 0.02 -0.02 0.000
H 6.62952 0.54969 -1.89506 0.01 0.00 -0.05 0.000
H 5.51328 1.91605 -1.95998 -0.02 0.00 -0.01 0.000
C 0.27302 3.60487 5.62298 0.01 -0.03 -0.03 0.000
C 0.16633 2.31222 4.85419 0.00 0.06 -0.01 0.000
C -0.07137 1.10946 5.50375 0.00 -0.04 0.04 0.000
C -0.21487 -0.07975 4.79539 0.00 0.13 -0.04 0.000
C -0.12357 -0.07095 3.41336 -0.06 0.22 0.08 0.000
C 0.12272 1.12688 2.74661 -0.01 -0.09 -0.05 0.000
C 0.27053 2.30159 3.46148 -0.01 0.01 0.02 0.000
S -0.37453 -1.58225 2.50161 0.46 -0.03 0.06 0.003
O -0.25367 -2.60489 3.52162 0.03 -0.13 -0.08 0.000
O 0.64511 -1.57425 1.46354 -0.04 -0.03 -0.02 0.000
N -1.78836 -1.50799 1.85854 -0.39 0.09 0.43 0.005
C -2.91841 -1.57453 2.82782 0.55 0.28 -0.28 0.001
C -3.79054 -2.72685 2.41188 -0.41 -0.41 -0.59 0.002
O -4.45093 -3.36956 3.20707 -0.01 0.05 0.15 0.006
O -3.76863 -2.94770 1.12575 0.38 0.20 0.14 0.000
H 0.33919 3.42141 6.69554 0.00 0.00 -0.02 0.000
H -0.60122 4.23567 5.44753 0.00 -0.02 -0.01 0.000
H 1.15248 4.17790 5.32075 -0.01 -0.01 0.00 0.000
H -0.15451 1.09781 6.58489 0.00 0.00 -0.01 0.000
H -0.39850 -1.01635 5.30380 0.01 0.00 0.00 0.000
H 0.18742 1.13113 1.66340 -0.03 -0.02 0.08 0.000
H 0.44035 3.23456 2.93243 0.00 -0.01 0.00 0.000
H -3.50151 -0.65442 2.74130 -0.03 0.06 0.03 0.000
H -2.60898 -1.70453 3.86179 0.10 -0.03 0.02 0.000



97
Properties=species:S:1:pos:R:3:forces:R:3:lowdin_spin:R:1 method="wB97M-V/def2-TZVPD" orbital_gap_ev="3.498 / 4.891" multiplicity=4 total_charge=-2
Cr -0.73776 -0.75801 0.75298 0.47 -0.22 -1.25 1.933
N 1.23329 -1.44955 1.00851 0.31 -0.94 -0.79 -0.004
N 1.25900 -2.45102 2.05882 -0.08 -0.28 -0.29 0.004
C 0.34227 -2.08687 3.04302 0.06 0.91 0.37 0.013
N 0.68635 -2.28005 4.34102 0.14 -0.03 -0.41 0.008
N -0.68896 -1.36152 2.66637 -0.08 -0.87 0.40 0.000
N -0.78646 -0.07135 3.27451 0.41 0.40 1.12 0.003
O -1.94069 0.62178 2.87591 -0.86 -0.12 0.39 0.006
O -0.38612 0.15332 4.49721 -0.24 -0.26 0.06 0.003
H 1.46148 -1.99853 0.14442 -0.12 0.27 0.30 0.002
H 2.02332 -0.84011 1.18357 0.05 0.01 0.04 -0.001
H 1.14947 -3.35740 1.60013 0.12 -0.14 0.14 0.001
H 1.67588 -2.44502 4.45754 0.01 -0.02 -0.06 0.000
H 0.32524 -1.49393 4.89564 -0.26 -0.11 0.14 0.000
N -4.05215 0.16780 -1.42917 0.13 -0.10 0.09 0.000
C -4.17923 1.26904 -0.61469 -0.03 0.19 0.12 0.001
C -3.35544 1.04328 0.44265 -0.01 0.00 0.01 0.000
N -2.70793 -0.16066 0.28291 -0.68 -0.20 -0.32 -0.003
C -3.15673 -0.66410 -0.84598 -0.21 0.04 0.04 0.005
H -4.42469 0.06417 -2.35494 0.00 -0.08 -0.01 0.000
H -4.81482 2.10162 -0.85836 -0.02 -0.01 0.00 0.000
H -3.18532 1.65513 1.30965 0.02 0.07 -0.03 0.000
H -2.86107 -1.61617 -1.25763 0.15 0.03 -0.09 0.003
O 3.37701 -4.25456 -2.41168 0.01 0.02 -0.13 0.025
S 2.49965 -4.84917 -1.42289 -0.21 -0.04 0.31 0.033
O 3.20206 -5.56689 -0.36777 0.06 -0.06 -0.06 0.026
N 1.46265 -3.77728 -0.78601 0.34 0.27 0.21 0.111
C 0.17136 -4.14268 -0.99522 -0.09 -0.23 -0.09 0.210
S -1.16308 -3.24606 -0.35095 -0.27 0.26 0.38 0.091
C 0.01348 -5.32650 -1.76344 -0.11 0.01 -0.02 0.118
C -1.15466 -6.01058 -2.16981 -0.06 -0.01 -0.02 0.069
C -1.03833 -7.14589 -2.93763 -0.09 0.01 -0.02 0.026
C 0.21440 -7.64584 -3.35002 0.18 -0.05 0.00 0.136
C 1.38009 -7.00112 -2.93039 -0.04 -0.06 -0.07 0.004
C 1.26375 -5.87751 -2.15283 0.11 0.43 0.25 0.113
H -2.11991 -5.62266 -1.86874 -0.02 -0.04 0.01 0.006
H -1.93414 -7.68394 -3.23263 -0.03 0.06 -0.04 -0.001
H 0.26962 -8.51839 -3.98961 0.01 -0.04 0.05 0.012
H 2.36250 -7.37098 -3.20234 -0.02 -0.03 -0.05 -0.003
C -2.62586 0.21957 -7.28118 0.03 -0.03 0.13 0.000
C -1.95230 0.16379 -5.93239 -0.03 -0.04 -0.06 0.000
C -2.05227 1.20635 -5.02539 -0.01 -0.03 -0.03 0.000
C -1.39921 1.15883 -3.79355 -0.05 -0.03 0.07 0.001
C -1.53962 2.31114 -2.83142 0.13 -0.04 -0.07 0.000
C -0.61392 0.05104 -3.48103 0.08 0.03 0.02 0.000
C -0.53521 -1.03312 -4.36538 0.00 0.00 -0.04 0.000
C 0.24025 -2.25621 -3.98002 0.06 0.00 0.06 0.001
C -1.21455 -0.96110 -5.57513 -0.03 0.12 0.02 0.000
C 0.19621 0.03277 -2.18687 -0.05 0.17 0.04 0.007
O 1.41108 0.20535 -2.25524 0.01 -0.03 0.03 0.010
O -0.51077 -0.09511 -1.13591 0.16 0.18 -0.23 0.033
H -3.06013 1.20281 -7.46651 -0.03 -0.01 -0.01 0.000
H -3.41859 -0.52978 -7.34836 -0.03 0.03 -0.06 0.000
H -1.90521 0.00802 -8.07368 -0.04 0.01 -0.05 0.000
H -2.64426 2.08284 -5.27719 0.01 0.01 0.00 0.000
H -2.44862 2.87874 -3.03912 0.01 0.03 0.01 0.000
H -0.68640 2.98843 -2.92284 -0.03 0.05 0.03 0.000
H -1.56817 1.95494 -1.80265 -0.04 0.03 0.01 0.000
H 1.27507 -2.00865 -3.73792 -0.01 -0.03 -0.01 0.000
H 0.22292 -3.01375 -4.76390 0.00 0.02 -0.01 0.000
H -0.19529 -2.68539 -3.07605 0.03 -0.10 0.05 0.001
H -1.17269 -1.79626 -6.26812 0.09 -0.05 0.05 0.000
C -0.65287 0.83121 2.15090 0.62 0.88 -0.17 -0.008
Ge 0.43546 2.34505 2.84283 0.43 0.00 -0.53 0.001
C 2.01731 1.55947 3.74251 -0.21 0.17 -0.10 0.000
C 2.22697 1.55294 5.11824 -0.06 0.04 -0.01 0.000
C 3.30214 0.87325 5.66981 0.03 0.01 0.05 0.000
C 4.17843 0.17172 4.85001 0.02 -0.03 -0.02 0.000
C 4.00025 0.19537 3.47489 0.10 -0.03 0.00 0.000
C 2.93735 0.90218 2.92898 -0.06 0.10 0.03 0.000
C 1.30486 3.19268 1.28147 -0.25 -0.01 0.10 0.000
C 1.03258 2.76147 -0.01519 -0.09 -0.16 0.14 0.001
C 1.71481 3.29756 -1.09960 0.11 0.13 -0.13 0.000
C 2.66824 4.28515 -0.90042 -0.04 -0.01 0.01 0.000
C 2.96072 4.71830 0.38781 0.01 0.07 0.01 0.000
C 2.28261 4.17137 1.46587 -0.06 -0.01 0.13 0.000
C -0.48315 3.76512 3.85357 -0.11 -0.19 -0.10 0.000
C -0.58717 5.04524 3.30536 0.19 -0.18 0.01 0.000
C -1.29509 6.04322 3.95453 -0.12 0.15 0.16 0.000
C -1.92556 5.77750 5.16430 0.04 -0.10 -0.15 0.000
C -1.85002 4.50067 5.70743 -0.08 0.19 0.14 0.000
C -1.14119 3.50359 5.05732 0.22 -0.17 -0.08 0.000
H 1.52777 2.07572 5.76114 0.00 -0.06 0.05 0.000
H 3.45962 0.88118 6.74263 -0.04 -0.01 0.00 0.000
H 4.99973 -0.38920 5.27976 0.02 0.03 0.01 0.000
H 4.69337 -0.32572 2.82568 -0.02 -0.03 0.00 0.000
H 2.82767 0.96486 1.85134 0.03 -0.04 -0.03 0.000
H 0.30823 1.96806 -0.16882 0.03 0.01 -0.08 0.001
H 1.52634 2.92303 -2.09719 -0.03 -0.08 0.03 0.000
H 3.18978 4.71347 -1.74843 0.04 -0.04 0.00 0.000
H 3.72405 5.47245 0.54584 -0.03 0.01 0.02 0.000
H 2.50802 4.49697 2.47774 0.12 0.06 -0.04 0.000
H -0.09206 5.25753 2.36503 -0.05 0.04 -0.02 0.000
H -1.36068 7.03322 3.51801 0.01 -0.01 -0.01 0.000
H -2.48465 6.55644 5.66816 0.00 0.00 0.03 0.000
H -2.35287 4.28896 6.64416 0.01 -0.04 -0.01 0.000
H -1.08880 2.50295 5.47204 -0.08 -0.02 0.00 0.000



| no. | electronic energy (Ha) |
| --- | --- |
| 1 | -4881.96460 |
| 2 | -4075.35357 |
| 3 | -6354.81465 |